Record 1
Entry from the Open Molecules 2025 dataset: a structure of composition C37H25AsF6N8SiTm in a non-equilibrium geometry (the ωB97M-V functional and the def2-TZVPD basis).

Summary:
spin multiplicity	4
E_LUMO (spin up / spin down)	-2.18 / -2.89	eV
F_max	1.704	eV/A
E_HOMO (spin up / spin down)	-0.2631 / -0.2738	Eh

Each line ends with the Löwdin charge.
Geometry (Å):
Tm: 0.01 -1.28 -0.08  1.273
As: 0.39 -4.07 -1.24  0.755
Si: 0.32 4.23 0.39  0.358
F: -1.04 -3.01 -1.32  -0.261
F: 1.85 -4.89 -1.01  -0.175
F: 0.26 -4.41 -2.89  -0.174
F: -0.58 -5.36 -0.73  -0.174
F: 1.27 -2.57 -1.59  -0.272
F: 0.47 -3.47 0.46  -0.278
N: 1.96 -0.28 0.07  0.005
N: -2.13 -0.91 0.16  0.008
N: 2.39 -0.72 2.38  0.232
N: 2.00 0.70 -2.14  0.238
N: -0.28 0.03 -1.81  -0.030
N: -2.22 -1.94 2.34  0.227
N: -2.65 -0.38 -2.13  0.231
N: 0.04 -1.08 2.12  0.028
C: -5.54 -1.09 -1.08  0.000
C: -6.65 -1.54 -0.37  -0.065
C: -0.79 -3.71 4.53  0.004
C: -1.42 -0.09 -2.56  -0.216
C: -0.12 2.46 0.24  -0.216
C: 0.32 0.44 -3.96  -0.087
C: 0.99 0.70 -5.15  0.003
C: -0.28 1.22 0.27  -0.156
C: -2.97 -0.73 -0.87  -0.230
C: -2.78 -1.45 1.24  -0.221
C: 2.45 0.53 -0.90  -0.233
C: 5.57 2.31 1.27  -0.061
C: -5.30 -2.01 1.59  -0.002
C: -1.10 5.18 1.11  -0.197
C: 1.06 -2.38 3.70  -0.099
C: 2.63 -0.11 1.23  -0.225
C: 0.11 -4.35 5.37  -0.060
C: 1.24 -1.35 2.67  -0.239
C: -4.32 -1.09 -0.43  -0.090
C: 3.72 0.85 0.99  -0.093
C: 5.46 2.70 -0.06  -0.062
C: 3.61 1.24 -0.34  -0.096
C: 1.82 4.37 1.48  -0.181
C: 1.97 -3.02 4.53  0.002
C: -0.92 -1.88 2.67  -0.247
C: 0.71 4.81 -1.33  -0.196
C: -1.11 0.37 -6.31  -0.062
C: 0.26 0.66 -6.32  -0.062
C: -0.29 -2.71 3.70  -0.099
C: 4.47 2.18 -0.89  0.001
C: -1.78 0.12 -5.13  0.003
C: 4.70 1.37 1.82  0.003
C: 1.47 -4.01 5.37  -0.062
C: 0.78 0.37 -2.58  -0.223
C: -6.53 -2.00 0.94  -0.065
C: -1.05 0.15 -3.95  -0.087
C: -4.20 -1.55 0.89  -0.092
H: 6.34 2.74 1.89  0.106
H: -7.62 -1.54 -0.85  0.104
H: -1.99 5.06 0.48  0.029
H: 2.05 0.93 -5.15  0.118
H: -5.20 -2.38 2.60  0.117
H: 2.15 -4.54 6.03  0.106
H: 1.60 3.99 2.48  0.034
H: -0.15 4.68 -1.98  0.029
H: 0.99 5.87 -1.33  0.025
H: 2.15 5.41 1.57  0.030
H: -0.23 -5.13 6.03  0.106
H: 0.75 0.85 -7.27  0.105
H: -1.34 4.80 2.11  0.030
H: 4.77 1.07 2.86  0.119
H: 4.37 2.49 -1.92  0.119
H: -1.84 -3.97 4.52  0.118
H: 6.15 3.44 -0.45  0.106
H: -2.84 -0.10 -5.11  0.118
H: -0.87 6.24 1.19  0.026
H: -1.65 0.35 -7.25  0.105
H: -7.41 -2.35 1.46  0.105
H: -5.62 -0.75 -2.11  0.117
H: 1.54 4.24 -1.75  0.017
H: 3.02 -2.76 4.52  0.119
H: 2.65 3.79 1.07  0.008

=====

Record 2
Entry from the Open Molecules 2025 dataset: a cluster of 27 separate species, C37H25BCl104NO3 in total in a non-equilibrium geometry (the ωB97M-V functional and the def2-TZVPD basis).

Summary:
E_LUMO	0.91	eV
F_max	1.445	eV/A
E_HOMO	-0.1717	Eh
total charge	-1

Each line ends with the Löwdin charge.
Geometry (Å):
Cl: -3.05 8.67 0.35  0.524
Cl: 5.16 -1.82 14.86  0.511
Cl: 10.31 -5.92 4.96  0.527
Cl: -10.17 0.11 -4.61  0.530
Cl: -10.00 4.53 -0.97  0.510
Cl: -15.35 -2.42 6.09  0.520
Cl: -2.81 1.47 2.08  0.518
Cl: -11.26 -12.06 2.52  0.514
Cl: -3.78 2.00 -4.08  0.512
Cl: 2.85 9.54 0.66  0.510
Cl: -12.96 -0.99 6.87  0.526
Cl: 9.60 -8.64 5.62  0.517
Cl: -9.97 -6.37 -0.98  0.527
Cl: -0.47 7.39 0.19  0.517
Cl: 7.15 -3.66 7.22  0.466
Cl: -8.48 -9.63 -5.59  0.518
Cl: -0.43 -5.52 -9.82  0.495
Cl: 2.11 3.44 5.17  0.474
Cl: -12.52 1.71 -5.07  0.526
Cl: 3.45 3.65 2.61  0.536
Cl: 1.20 0.15 -8.25  0.517
Cl: 1.05 -0.21 -5.39  0.535
Cl: 7.56 -6.78 4.80  0.526
Cl: -1.44 8.39 2.72  0.504
Cl: 4.42 9.13 3.06  0.515
Cl: 4.00 -4.17 13.65  0.507
Cl: -8.02 -8.04 0.33  0.515
Cl: 0.68 -5.50 -7.16  0.541
Cl: 6.89 -3.07 4.40  0.550
Cl: -0.54 -5.19 -13.32  0.492
Cl: 2.52 7.52 8.38  0.504
Cl: -0.64 10.23 0.64  0.506
Cl: 8.58 -4.47 12.98  0.521
Cl: 5.26 -1.69 6.31  0.502
Cl: -15.49 0.40 6.70  0.517
Cl: 6.11 8.87 -0.79  0.500
Cl: -2.12 -3.06 -14.48  0.506
Cl: 3.35 -3.48 16.38  0.522
Cl: 1.79 10.33 3.23  0.494
Cl: 4.78 -4.48 5.78  0.525
Cl: -9.01 -8.75 -2.28  0.490
Cl: -6.52 -7.54 -5.21  0.511
Cl: -1.53 -7.24 -7.78  0.528
Cl: 2.07 7.53 2.58  0.499
Cl: 2.70 12.78 10.74  0.520
Cl: -4.93 4.40 -5.22  0.525
Cl: -14.08 2.63 2.75  0.531
Cl: 8.50 -4.10 10.12  0.500
Cl: 8.83 -6.48 7.37  0.483
Cl: 4.21 1.26 7.59  0.501
Cl: -8.37 -7.39 -7.41  0.521
Cl: -9.82 2.76 1.31  0.503
Cl: -1.61 -0.33 -3.72  0.448
Cl: -5.09 3.92 -2.37  0.492
Cl: -10.73 -10.39 4.81  0.523
Cl: -6.64 2.31 -4.22  0.490
Cl: -8.16 5.12 1.17  0.540
Cl: -4.99 2.91 0.86  0.467
Cl: -3.40 -5.44 -13.48  0.531
Cl: -11.37 1.58 -2.44  0.486
Cl: 0.84 2.48 2.76  0.522
Cl: -3.85 -5.15 -5.00  0.512
Cl: 5.46 0.83 10.15  0.510
Cl: -9.30 -7.00 -4.72  0.490
Cl: 7.14 8.08 -3.36  0.522
Cl: -9.98 2.98 -4.56  0.506
Cl: -3.66 4.00 3.18  0.526
Cl: 3.00 -0.53 9.50  0.523
Cl: 3.58 6.56 5.88  0.518
Cl: 0.85 -3.52 -15.76  0.481
Cl: -2.29 3.90 0.64  0.517
Cl: -2.16 -2.50 -1.88  0.506
Cl: 5.52 12.19 10.54  0.520
Cl: -5.53 -3.00 -4.11  0.541
Cl: 3.40 9.40 6.35  0.484
Cl: 6.69 -2.63 11.81  0.504
Cl: 8.17 6.87 -0.96  0.530
Cl: 2.99 2.32 9.98  0.522
Cl: 0.40 -1.18 -1.88  0.668
Cl: 2.94 -5.44 -15.26  0.519
Cl: -7.67 2.88 -0.58  0.481
Cl: 3.58 10.38 9.40  0.482
Cl: 8.79 9.63 -1.56  0.508
Cl: -3.93 -2.64 -6.49  0.488
Cl: 1.00 7.86 5.94  0.516
Cl: -1.95 -4.39 -7.65  0.407
Cl: -15.33 1.53 0.40  0.537
Cl: -6.19 -4.44 -6.52  0.501
Cl: 5.99 -4.44 15.72  0.515
Cl: -0.25 -2.13 -7.17  0.464
Cl: 2.60 -2.04 -6.98  0.525
Cl: -8.95 -10.34 2.55  0.490
Cl: 3.61 -2.78 -16.15  0.526
Cl: -10.74 -8.97 0.02  0.508
Cl: 2.34 -4.63 -17.96  0.519
Cl: 6.34 -5.47 11.46  0.517
Cl: -9.04 -12.66 4.26  0.522
Cl: -1.97 0.19 -0.90  0.502
Cl: 3.11 1.08 3.86  0.537
Cl: -12.66 2.62 0.26  0.455
Cl: -13.11 0.12 1.59  0.491
Cl: -14.16 -0.49 4.30  0.473
Cl: 4.03 12.96 8.19  0.519
Cl: -2.22 -3.57 -11.64  0.516
O: 3.50 -1.29 -1.69  0.020
O: 4.65 -3.06 -1.01  -0.009
O: 4.21 0.25 -0.08  -0.015
N: 2.81 1.02 -2.05  0.088
C: 4.78 -1.68 -1.43  -0.474
C: -9.43 -8.04 -0.73  -2.028
C: -14.49 -0.88 5.99  -2.050
C: 9.07 -6.96 5.69  -2.054
C: 5.70 -1.75 -2.69  -0.102
C: 2.43 -4.09 -16.28  -2.054
C: -3.44 3.07 1.69  -2.037
C: -13.80 1.73 1.26  -2.015
C: -11.01 1.59 -4.17  -2.048
C: 2.78 9.13 2.38  -2.022
C: -8.91 3.82 0.24  -2.019
C: -1.40 8.67 0.97  -2.044
C: 6.03 -3.23 5.92  -2.036
C: 5.16 1.64 -4.47  -0.220
C: 1.13 -1.05 -6.94  -2.015
C: 5.12 3.75 -3.02  -0.250
C: 7.55 8.36 -1.67  -2.066
C: -1.32 -0.95 -2.08  -1.997
C: 5.46 -0.75 -3.80  -0.190
C: 5.23 -0.68 -0.31  -0.284
C: -9.99 -11.36 3.53  -2.057
C: 4.62 -3.48 15.15  -2.055
C: 3.96 12.07 9.72  -2.052
C: 2.63 7.84 6.63  -2.020
C: -0.80 -5.66 -8.10  -2.006
C: 5.96 3.42 -1.78  -0.102
C: 4.44 -2.10 1.70  -0.099
C: -4.87 -3.81 -5.53  -2.019
C: 5.54 -1.24 1.08  -0.183
C: 3.91 0.97 9.30  -2.056
C: 5.61 3.08 -4.31  -0.224
C: -8.17 -7.89 -5.73  -2.049
C: 5.74 0.70 -3.42  -0.219
C: 2.38 2.66 3.59  -2.047
C: -5.11 3.16 -3.97  -2.033
C: 7.53 -4.17 11.59  -2.037
C: -2.07 -4.32 -13.22  -2.036
B: 3.06 -0.07 -0.95  -0.867
H: 5.33 0.95 -2.46  0.067
H: 6.17 -0.21 -0.61  0.136
H: 2.14 1.70 -1.70  0.033
H: 5.11 4.82 -3.18  0.083
H: 7.00 3.24 -2.01  0.067
H: 5.53 -3.45 -1.05  0.086
H: 6.15 -1.00 -4.60  0.107
H: 6.82 0.84 -3.36  0.119
H: 4.51 -3.10 1.30  0.057
H: 2.35 0.56 -2.82  -0.022
H: 5.65 -0.37 1.72  0.100
H: 6.75 -1.78 -2.39  0.117
H: 3.45 -1.68 1.59  0.076
H: 5.94 4.26 -1.09  0.047
H: 2.02 -0.20 -0.32  0.046
H: 4.65 -2.18 2.77  0.021
H: 4.09 3.47 -2.81  0.092
H: 4.08 1.54 -4.44  0.092
H: 5.48 -2.73 -3.10  0.109
H: 5.51 2.59 -1.25  0.054
H: 5.48 1.29 -5.45  0.106
H: 6.68 3.21 -4.42  0.102
H: 4.46 -0.82 -4.23  0.100
H: 6.49 -1.79 1.12  0.100
H: 5.15 3.65 -5.12  0.095

=====

Record 3
Entry from the Open Molecules 2025 dataset: a structure of composition C37H25F2N8O2PdS (the ωB97M-V functional and the def2-TZVPD basis).

Summary:
E_LUMO	-3.90	eV
F_max	0.555	eV/A
ΔE to the lowest compared entry with this formula, charge and spin	0.0	kcal per mole
E_HOMO	-0.3900	Eh
total charge	+1

Each line ends with the Löwdin charge.
Geometry (Å):
Pd: -0.28 1.36 0.02  1.302
S: -2.52 -0.18 0.58  0.671
F: 1.85 5.48 2.62  0.105
F: -1.74 6.30 -0.23  0.097
O: -3.64 0.17 -0.23  -0.271
O: -1.91 1.02 1.30  -0.391
N: 0.95 0.62 1.39  -0.071
N: -2.37 -2.36 -1.22  0.137
N: -1.55 2.21 -1.33  -0.022
N: -4.25 -4.01 4.66  0.133
N: 7.63 -4.74 -1.33  0.175
N: -0.24 -1.66 -2.01  0.125
N: -1.19 -0.65 -0.18  -0.171
N: 1.23 1.52 -1.22  -0.045
C: 5.94 -2.01 0.04  -0.002
C: -3.08 2.16 -3.14  -0.012
C: 0.68 0.49 2.69  -0.133
C: -2.51 -2.68 3.68  -0.012
C: -0.31 -2.59 -2.96  -0.129
C: 0.95 3.68 1.43  0.006
C: -4.35 -1.73 1.82  -0.044
C: 5.75 -3.03 -0.88  -0.217
C: 3.54 -2.21 -1.34  0.000
C: 0.95 5.03 1.75  -0.251
C: -1.39 -3.45 -3.09  -0.045
C: -0.87 5.44 0.31  -0.199
C: -2.41 -3.28 -2.17  -0.104
C: 1.31 2.27 -2.32  -0.101
C: 1.57 -0.43 3.27  -0.044
C: 4.54 -3.13 -1.58  0.000
C: -2.16 1.54 -2.32  -0.091
C: 2.62 -0.23 -0.18  -0.029
C: 3.04 0.86 -2.40  0.013
C: 6.80 -3.98 -1.13  -0.173
C: -1.29 -1.59 -1.17  -0.487
C: -3.03 -1.29 1.81  -0.316
C: -1.79 3.52 -1.11  -0.176
C: -2.11 -1.78 2.73  -0.049
C: 3.73 -1.20 -0.41  -0.184
C: 2.01 -0.21 1.07  -0.227
C: -3.38 3.49 -2.90  -0.007
C: 2.43 1.90 -3.07  -0.038
C: 4.93 -1.10 0.28  -0.010
C: -3.85 -3.12 3.72  -0.302
C: -2.73 4.18 -1.88  0.034
C: 2.29 0.62 -1.23  -0.234
C: -4.76 -2.63 2.77  -0.011
C: 0.04 5.92 1.21  0.096
C: -0.92 4.10 -0.07  -0.096
C: 0.01 3.24 0.53  -0.143
C: 2.39 -0.89 2.26  0.016
H: 2.75 2.36 -3.99  0.108
H: -4.12 4.00 -3.50  0.124
H: 5.08 -0.30 1.00  0.130
H: 2.59 -2.28 -1.87  0.109
H: -2.95 5.22 -1.70  0.117
H: -1.07 -1.46 2.69  0.096
H: 1.68 3.02 1.88  0.119
H: -5.20 -4.34 4.69  0.106
H: 3.19 -1.60 2.33  0.119
H: -5.04 -1.35 1.08  0.119
H: -3.61 -4.38 5.34  0.105
H: 0.53 -2.64 -3.64  0.110
H: 1.60 -0.70 4.31  0.109
H: -0.13 1.03 3.15  0.125
H: -3.29 -3.91 -2.20  0.118
H: 6.89 -1.93 0.57  0.127
H: -1.81 -3.06 4.41  0.116
H: -5.78 -2.97 2.79  0.118
H: 4.41 -3.93 -2.29  0.126
H: -3.55 1.60 -3.92  0.123
H: -1.89 0.50 -2.44  0.109
H: -1.42 -4.20 -3.86  0.105
H: 3.94 0.34 -2.67  0.125
H: 0.59 3.04 -2.53  0.117
H: 0.06 6.97 1.48  0.145